The following is a DFT calculation (the ωB97M-V functional and the def2-TZVPD basis) of a 8-piece molecular cluster, C24H48O8 overall at a distorted geometry.

Structure (XYZ):
```
80
Properties=species:S:1:pos:R:3:forces:R:3:mulliken_charge:R:1
C -9.87445 -11.16273 14.63409 -0.209 -2.326 0.255 -1.03
C -10.47636 -11.17743 16.00371 -0.104 -0.472 0.842 0.75
O -9.83367 -11.45021 17.00065 -0.308 0.258 -0.659 -0.55
C -11.97061 -10.91081 16.11412 -0.098 -0.552 -0.188 -0.98
H -10.51440 -11.76581 13.98145 -0.232 0.177 -0.024 0.32
H -8.92277 -11.71779 14.62587 -0.029 0.969 0.072 0.29
H -9.91609 -10.17980 14.26332 0.543 1.293 -0.650 0.32
H -12.32063 -10.08020 15.51221 0.156 0.301 -0.163 0.29
H -12.18497 -10.72956 17.15895 -0.238 -0.049 0.140 0.32
H -12.55130 -11.78748 15.74261 0.511 0.404 0.369 0.28
C -16.10952 -8.14388 14.90538 0.088 -2.221 -0.646 -1.05
C -17.44300 -7.52720 15.13412 0.267 0.556 -0.540 0.99
O -18.46015 -8.16344 15.17155 -0.518 -0.250 0.184 -0.56
C -17.36590 -6.03717 15.18361 -2.753 0.620 -1.004 -1.13
H -15.58035 -7.71719 14.07659 -0.031 0.617 -0.724 0.13
H -16.25056 -9.22939 14.62585 0.295 1.031 0.746 0.28
H -15.42844 -7.98460 15.72529 0.057 -0.269 0.648 0.45
H -16.60136 -5.74688 15.81007 1.704 0.762 1.543 0.48
H -18.32100 -5.51327 15.45743 0.816 -0.756 -0.092 0.29
H -17.09452 -5.67453 14.19256 0.075 -0.103 -0.214 0.16
C -18.94807 -7.49378 11.71776 -0.723 0.725 0.122 -1.13
C -17.86823 -6.72566 11.01087 -1.399 -0.449 -1.396 1.08
O -16.71195 -6.85356 11.30137 1.155 0.074 0.534 -0.48
C -18.33092 -5.85278 9.88247 0.255 0.417 -0.369 -1.26
H -19.81006 -7.84900 11.11641 0.964 0.177 0.089 0.23
H -19.39185 -6.82694 12.46175 0.091 0.030 0.239 0.52
H -18.42064 -8.26459 12.22333 -0.045 -0.970 0.611 0.16
H -18.64643 -4.91573 10.34750 -0.109 0.156 -0.163 0.42
H -19.19272 -6.29318 9.37908 0.057 0.036 0.069 0.28
H -17.53927 -5.63767 9.14591 -0.190 -0.093 0.451 0.17
C -13.44761 -6.63497 10.05286 -0.525 -0.081 1.682 -0.69
C -14.05940 -5.41025 9.43674 -0.692 0.094 0.070 0.99
O -14.60791 -5.41820 8.35437 0.306 -0.337 -0.031 -0.55
C -14.12465 -4.16885 10.27419 0.490 0.849 -0.877 -1.37
H -13.19870 -7.38851 9.34654 0.322 -0.478 -0.777 0.22
H -14.27054 -7.06293 10.68819 0.482 0.374 -0.472 -0.03
H -12.61645 -6.46582 10.77029 -0.390 0.199 -0.645 0.39
H -14.13063 -4.33930 11.31282 -0.077 -0.520 1.345 0.34
H -14.98179 -3.55419 10.00817 0.000 -0.105 -0.171 0.33
H -13.21955 -3.57419 10.09055 -0.085 -0.064 -0.116 0.37
C -12.83423 -8.44965 3.72344 0.116 0.830 1.777 -1.08
C -12.60657 -8.32946 5.22176 0.568 0.546 1.674 0.64
O -11.81244 -9.01972 5.84148 -0.560 -0.074 -1.027 -0.60
C -13.27616 -7.20691 6.03173 -0.390 -0.125 -0.181 -0.36
H -11.98737 -7.86385 3.35197 -0.360 0.055 -0.547 0.34
H -13.82248 -8.04037 3.47388 0.511 -0.258 -0.332 0.19
H -12.67028 -9.47975 3.52908 -0.134 -0.861 -0.760 0.36
H -13.60832 -6.36563 5.37996 -0.205 -0.666 0.590 0.33
H -12.53382 -6.80361 6.74162 -0.340 -0.291 -0.285 0.34
H -14.10771 -7.67313 6.64926 0.756 0.790 -0.896 -0.19
C -19.96591 -11.10333 10.39896 0.273 -0.443 -0.384 -1.51
C -19.36241 -10.37654 9.20576 -2.106 -1.257 0.106 1.07
O -18.91735 -9.26753 9.28323 0.699 0.983 0.062 -0.36
C -19.53922 -11.10019 7.91072 0.096 0.037 -0.686 -1.36
H -19.54596 -12.13390 10.38152 -0.116 0.731 0.503 0.37
H -21.06147 -11.22592 10.33850 0.371 0.199 -0.397 0.42
H -19.76089 -10.51451 11.27778 0.255 -0.223 0.553 0.25
H -18.67084 -10.86731 7.27631 -0.249 -0.600 0.083 0.24
H -20.42952 -10.73809 7.37612 0.120 0.260 0.297 0.40
H -19.74211 -12.16067 8.09407 0.574 0.148 -0.292 0.41
C -16.93856 -7.77460 4.23115 1.127 0.472 -0.462 -1.36
C -16.86249 -8.46128 5.54758 -0.324 -1.142 0.591 0.63
O -16.30299 -9.53334 5.67582 0.165 0.193 -0.242 -0.54
C -17.51664 -7.84227 6.73958 0.072 1.166 0.513 0.50
H -16.56392 -6.75480 4.35689 -0.179 0.130 0.001 0.33
H -17.93238 -7.71122 3.80932 -0.325 -0.086 0.090 0.40
H -16.25631 -8.27034 3.53583 -0.293 -0.079 -0.007 0.30
H -18.23345 -7.06667 6.45051 -0.086 -0.159 -0.040 0.49
H -16.73554 -7.26907 7.30646 -0.447 -0.635 -0.248 -0.18
H -18.00824 -8.57738 7.39469 0.442 0.307 -0.247 -0.47
C -14.92075 -10.64560 8.61998 0.060 0.571 -0.639 -1.06
C -16.08071 -10.98918 9.49336 -0.545 -1.215 -1.531 0.88
O -16.85046 -11.86173 9.12632 -0.110 -0.054 -0.023 -0.61
C -16.34430 -10.31883 10.77441 -0.085 0.192 0.035 -0.20
H -14.05122 -10.38871 9.18589 0.833 -0.337 0.517 0.44
H -15.09913 -9.69922 8.11113 -0.514 0.186 -0.161 -0.04
H -14.73124 -11.36947 7.81472 -0.119 0.075 0.592 0.33
H -17.08910 -9.52768 10.59602 0.280 -0.241 0.216 -0.55
H -15.41325 -9.87759 11.10004 0.007 0.143 0.786 0.43
H -16.77392 -11.12566 11.38863 0.282 0.708 0.314 0.31
```
Positions in Å, forces in eV/Å.

Properties
**SMILES string**: CC(C)=O.CC(C)=O.CC(C)=O.CC(C)=O.CC(C)=O.CC(C)=O.CC(C)=O.CC(C)=O
**HOMO energy**: -9.3 eV
**Energy relative to the best compared isomer or geometry (same formula, charge and spin)**: 1.014 eV
**F_max**: 2.995 eV/Å
**HOMO-LUMO gap**: 9.5 eV